# 1
{
  "formula": "C45H49Cl3FN6O5SSr",
  "method": "wB97M-V/def2-TZVPD",
  "species": ["Sr", "Cl", "Cl", "Cl", "S", "F", "O", "O", "O", "O", "O", "N", "N", "N", "N", "N", "N", "C", "C", "C", "C", "C", "C", "C", "C", "C", "C", "C", "C", "C", "C", "C", "C", "C", "C", "C", "C", "C", "C", "C", "C", "C", "C", "C", "C", "C", "C", "C", "C", "C", "C", "C", "C", "C", "C", "C", "C", "C", "C", "C", "C", "C", "H", "H", "H", "H", "H", "H", "H", "H", "H", "H", "H", "H", "H", "H", "H", "H", "H", "H", "H", "H", "H", "H", "H", "H", "H", "H", "H", "H", "H", "H", "H", "H", "H", "H", "H", "H", "H", "H", "H", "H", "H", "H", "H", "H", "H", "H", "H", "H", "H"],
  "xyz": [[0.381, -3.121, 0.049], [4.480, 6.723, -3.821], [3.490, 3.928, 0.378], [-0.578, 6.885, -2.124], [2.138, 6.234, 1.677], [0.831, -3.842, 2.266], [-1.100, -4.893, 0.362], [-0.771, 3.387, -1.032], [2.180, -2.942, -1.308], [3.033, -3.177, -3.371], [-2.695, -6.111, -0.659], [-0.020, -0.568, -1.988], [-0.369, 1.371, -2.990], [0.142, -4.436, -1.844], [-1.013, -1.877, 1.696], [3.730, -0.076, -1.422], [2.306, -1.199, 2.281], [-4.419, -3.079, 0.327], [-2.411, -2.728, 3.529], [-0.375, -5.643, -4.239], [0.315, 3.101, -0.148], [-1.625, -4.587, 4.857], [-1.673, 0.517, 4.667], [0.733, -0.520, -3.134], [2.050, 4.739, 0.814], [-2.967, -1.034, 0.490], [3.049, 0.011, 2.645], [-3.177, -2.292, -1.709], [-1.257, -2.744, 2.704], [-0.493, -4.656, 4.052], [-0.620, 3.823, -2.387], [0.768, 4.334, 0.592], [0.527, 0.668, -3.768], [-0.164, 5.265, 1.141], [-1.663, -5.441, -0.631], [-0.661, 0.573, -1.931], [-1.224, -5.850, -3.159], [0.984, -4.263, -2.853], [4.503, -0.450, -0.235], [-2.577, -3.616, 4.576], [-0.919, 0.544, 3.330], [-1.954, -0.861, 1.458], [1.793, 3.849, -3.199], [-0.974, 2.642, -3.318], [0.761, 5.926, -2.665], [0.664, 4.535, -2.760], [-0.331, -3.755, 3.035], [-0.914, -5.227, -1.959], [0.764, -4.862, -4.083], [-3.754, 1.215, 0.889], [0.423, 6.327, 1.739], [4.579, 0.739, 0.723], [2.964, 4.506, -3.534], [-3.847, 0.006, 0.219], [3.260, 0.974, 1.468], [-0.105, 1.836, 3.225], [-2.784, 1.375, 1.865], [2.187, -3.386, -2.498], [-1.888, 0.357, 2.173], [-3.154, -2.378, -0.179], [1.924, 6.603, -2.991], [3.023, 5.883, -3.424], [2.439, 0.850, 0.754], [2.553, 0.558, 3.461], [1.366, -0.962, 1.973], [5.520, -0.776, -0.489], [-0.043, 7.171, 2.219], [-2.057, 2.522, -3.260], [-1.231, 5.122, 1.065], [-1.429, 4.544, -2.519], [-5.319, -2.538, 0.023], [1.153, 2.596, -0.634], [-2.099, -0.470, 4.838], [-0.225, -0.298, 3.320], [-3.225, -3.304, -2.119], [-4.457, 2.014, 0.684], [-1.359, 0.855, -1.157], [-0.990, 0.740, 5.490], [-2.276, -1.804, -2.084], [-4.052, -1.743, -2.065], [0.587, 1.908, 4.066], [1.376, -1.327, -3.440], [5.389, 0.590, 1.445], [3.235, 1.999, 1.848], [1.771, 2.771, -3.274], [0.481, 1.855, 2.305], [-2.738, 2.312, 2.410], [-0.749, 2.718, 3.246], [0.264, -5.416, 4.206], [1.970, 7.679, -2.904], [-3.475, -3.559, 5.181], [-4.402, -3.162, 1.414], [3.832, 3.946, -3.852], [-3.182, -2.002, 3.309], [-0.589, -6.111, -5.193], [1.478, -4.713, -4.881], [-0.709, 2.899, -4.343], [-2.108, -6.469, -3.221], [3.228, -0.898, -1.739], [-2.478, 1.255, 4.669], [-4.451, -4.089, -0.085], [4.023, -0.309, 3.025], [-2.307, -3.001, 0.105], [3.993, -1.275, 0.261], [-1.758, -5.279, 5.677], [-4.634, -0.135, -0.515], [4.826, 1.627, 0.135], [-0.126, 2.407, 0.569], [4.352, 0.187, -2.176], [2.216, -1.807, 3.085], [0.909, 1.057, -4.696]],
  "lowdin_charge": [1.616, 0.677, 0.738, 0.738, 0.978, -0.112, -0.189, -0.102, -0.248, 0.011, 0.022, 0.080, -0.064, -0.010, -0.091, 0.024, 0.016, -0.036, -0.042, -0.046, -0.140, -0.123, -0.050, -0.123, -0.947, -0.146, -0.273, -0.048, -0.282, -0.036, -0.272, -0.308, -0.076, -0.153, -0.638, -0.150, 0.005, -0.180, -0.279, -0.111, -0.356, -0.206, -0.009, -0.061, -0.574, -0.176, -0.222, -0.179, 0.004, -0.095, -0.415, -0.229, -0.091, -0.055, -0.247, -0.066, -0.062, -0.661, -0.140, -0.369, -0.131, -0.670, 0.098, 0.088, 0.032, 0.104, 0.063, 0.135, 0.121, 0.109, 0.075, 0.116, 0.061, 0.109, 0.076, 0.092, 0.129, 0.076, 0.056, 0.072, 0.077, 0.086, 0.102, 0.045, 0.104, 0.052, 0.103, 0.073, 0.115, 0.104, 0.096, 0.074, 0.112, 0.110, 0.102, 0.114, 0.135, 0.115, 0.024, 0.077, 0.074, 0.106, 0.077, 0.094, 0.085, 0.106, 0.058, 0.104, 0.064, 0.067, 0.115],
  "relative_energy_kj_mol": 112.9,
  "charge": -1,
  "e_lumo_ev": 1.83,
  "gap_ev": 6.15,
  "e_tot_ev": -118601.361,
  "homo_ev": -4.3
}

---

# 2
{
  "formula": "C45H49GeILaN6OSe2",
  "method": "wB97M-V/def2-TZVPD",
  "species": ["La", "I", "Se", "Se", "Ge", "O", "N", "N", "N", "N", "N", "N", "C", "C", "C", "C", "C", "C", "C", "C", "C", "C", "C", "C", "C", "C", "C", "C", "C", "C", "C", "C", "C", "C", "C", "C", "C", "C", "C", "C", "C", "C", "C", "C", "C", "C", "C", "C", "C", "C", "C", "C", "C", "C", "C", "C", "C", "H", "H", "H", "H", "H", "H", "H", "H", "H", "H", "H", "H", "H", "H", "H", "H", "H", "H", "H", "H", "H", "H", "H", "H", "H", "H", "H", "H", "H", "H", "H", "H", "H", "H", "H", "H", "H", "H", "H", "H", "H", "H", "H", "H", "H", "H", "H", "H", "H"],
  "xyz": [[-1.082, 0.155, 0.247], [-3.036, 0.582, -2.913], [0.224, 2.714, -2.043], [-2.775, 3.450, 0.200], [1.759, -1.507, -2.852], [0.521, 1.822, 1.389], [0.374, -1.416, 1.758], [-3.907, 0.101, 0.615], [-0.450, -2.112, 0.700], [-1.842, -0.036, 2.689], [2.615, 1.062, 1.189], [-4.509, 0.359, 1.804], [-5.761, -0.166, 1.808], [-0.439, 4.360, -1.241], [1.540, 1.379, 1.910], [4.482, -2.608, -2.270], [-1.271, -2.441, -5.663], [1.833, -2.427, 0.349], [-0.974, -2.183, 5.638], [-4.978, 4.410, 4.557], [-1.234, -0.975, 3.517], [3.642, 2.435, -4.967], [-2.962, 2.913, 4.681], [-1.979, 4.394, -1.269], [-5.958, -0.780, 0.609], [0.507, -2.400, -0.377], [1.888, 0.820, -4.609], [-4.777, -0.576, -0.086], [-0.585, -2.874, -6.807], [-2.614, 0.978, 3.217], [-0.148, -1.730, 3.035], [-3.936, 1.226, 2.755], [1.535, -2.585, -5.670], [-2.010, 4.566, 1.607], [-4.683, 2.304, 3.160], [2.370, 1.920, -5.287], [0.054, -2.935, 5.118], [1.609, 1.296, 3.391], [4.363, 1.822, -3.949], [2.608, 0.161, -3.616], [-1.613, -1.292, 4.802], [3.156, -2.862, -2.522], [5.407, -3.649, -2.149], [3.642, -5.252, -2.407], [0.819, -2.949, -6.775], [2.730, -4.197, -2.549], [-2.180, 1.856, 4.227], [2.020, 3.164, -1.470], [0.862, -2.109, -4.528], [-0.538, -2.036, -4.551], [1.721, -1.870, 1.525], [0.604, -1.257, -1.385], [-4.224, 3.180, 4.129], [4.984, -4.982, -2.195], [0.841, -3.878, 5.996], [0.384, -2.743, 3.782], [3.840, 0.720, -3.276], [3.949, 3.345, -5.440], [2.504, -1.660, 2.251], [-4.858, 4.676, 5.599], [2.607, -2.702, -5.602], [2.742, -2.726, -0.139], [-1.181, 1.724, 4.636], [1.680, -4.443, -2.749], [1.764, 2.397, -6.029], [1.903, -3.790, 5.769], [-0.409, -1.171, -1.860], [-4.712, 5.329, 4.008], [5.281, 2.255, -3.586], [1.429, 2.293, 3.793], [-1.020, 4.200, 1.885], [-0.057, 4.348, -0.198], [-1.296, -2.298, 6.668], [-2.352, 3.954, -2.215], [3.339, 0.509, 1.581], [5.690, -5.779, -2.013], [1.334, -3.340, -7.658], [-4.517, -0.815, -1.094], [3.285, -6.287, -2.487], [2.446, 0.941, 0.181], [0.663, -3.598, 7.049], [2.316, 4.019, -2.055], [-2.420, -0.745, 5.270], [-6.792, -1.322, 0.229], [-6.067, 4.295, 4.439], [-2.591, 3.600, 5.439], [-1.154, -3.175, -7.659], [0.892, 0.492, -4.841], [2.041, 3.432, -0.431], [6.432, -3.384, -1.975], [-2.317, 5.419, -1.242], [0.030, 5.185, -1.804], [4.868, -1.604, -2.289], [0.849, 0.633, 3.751], [-1.923, 5.598, 1.247], [-2.363, -2.348, -5.618], [-6.368, -0.084, 2.688], [2.629, 2.299, -1.659], [0.166, -3.338, -0.817], [2.552, 0.957, 3.771], [1.101, -3.374, 3.273], [4.371, 0.307, -2.417], [-1.087, -1.608, -3.723], [-2.717, 4.508, 2.466], [0.554, -4.917, 5.892], [-5.685, 2.467, 2.733]],
  "lowdin_charge": [1.691, -0.117, 0.838, 0.867, 0.965, -0.154, -0.194, -0.015, -0.173, -0.067, 0.211, -0.084, -0.062, -0.564, -0.602, -0.119, -0.085, -0.061, -0.071, -0.069, -0.266, -0.092, -0.062, -0.599, -0.057, -0.521, -0.140, -0.221, -0.095, -0.262, -0.231, -0.173, -0.116, -0.374, -0.013, -0.083, -0.298, 0.022, -0.113, -0.244, -0.045, -0.291, -0.089, -0.092, -0.116, -0.106, -0.020, -0.389, -0.266, -0.132, -0.148, -0.415, -0.311, -0.106, -0.067, 0.004, -0.146, 0.086, 0.117, 0.064, 0.099, 0.082, 0.108, 0.109, 0.096, 0.069, -0.060, 0.076, 0.091, 0.099, 0.012, 0.045, 0.105, 0.043, 0.096, 0.090, 0.095, -0.028, 0.102, 0.109, 0.072, 0.022, 0.105, 0.088, 0.076, 0.109, 0.080, 0.096, 0.010, 0.088, 0.050, 0.070, 0.069, 0.066, 0.029, 0.102, 0.120, -0.015, 0.114, 0.077, 0.118, 0.081, 0.001, 0.006, 0.066, 0.133],
  "relative_energy_kj_mol": 9.2,
  "charge": -1,
  "e_lumo_ev": 2.03,
  "gap_ev": 6.18,
  "e_tot_ev": -254620.052,
  "homo_ev": -4.1
}

---

# 3
{
  "formula": "C45H50BInN14S3Se",
  "method": "wB97M-V/def2-TZVPD",
  "species": ["In", "Se", "S", "S", "S", "N", "N", "N", "N", "N", "N", "N", "N", "N", "N", "N", "N", "N", "N", "C", "C", "C", "C", "C", "C", "C", "C", "C", "C", "C", "C", "C", "C", "C", "C", "C", "C", "C", "C", "C", "C", "C", "C", "C", "C", "C", "C", "C", "C", "C", "C", "C", "C", "C", "C", "C", "C", "C", "C", "C", "C", "C", "C", "C", "B", "H", "H", "H", "H", "H", "H", "H", "H", "H", "H", "H", "H", "H", "H", "H", "H", "H", "H", "H", "H", "H", "H", "H", "H", "H", "H", "H", "H", "H", "H", "H", "H", "H", "H", "H", "H", "H", "H", "H", "H", "H", "H", "H", "H", "H", "H", "H", "H", "H", "H"],
  "xyz": [[-0.125, -0.020, 0.599], [-1.265, 3.566, 3.005], [2.326, 1.521, -2.104], [-0.248, -2.093, -0.866], [1.223, 1.434, 1.956], [-0.990, 1.696, -0.685], [3.940, 1.690, 2.124], [2.214, -2.255, 0.320], [-1.482, -3.617, 3.874], [3.384, -0.900, -1.519], [-2.343, 0.012, 0.846], [-2.860, 2.922, 2.676], [-1.241, 4.712, 1.657], [-2.299, 3.245, -2.629], [-9.330, -0.810, 0.540], [1.227, -4.188, 0.254], [3.629, -0.473, -3.650], [-0.646, -1.483, 2.330], [3.370, -0.119, 0.994], [-2.937, 5.519, 0.022], [4.471, 1.623, -4.639], [2.862, 3.172, 3.935], [-4.677, 3.650, 1.285], [3.916, 3.072, 2.783], [-0.331, 2.541, -1.410], [3.752, 0.299, -4.940], [-0.224, -5.300, -1.452], [-4.197, -1.247, 1.503], [2.892, 0.956, 1.641], [5.319, 3.332, 3.405], [-2.344, 1.690, -0.800], [-3.010, 2.502, -1.766], [0.606, -6.614, 0.580], [-8.743, 0.363, 0.924], [-8.513, -1.778, 0.166], [0.124, -5.229, 0.108], [-7.141, -1.783, 0.184], [5.066, 1.063, 1.710], [-4.273, 5.406, -0.294], [3.987, -2.025, -2.096], [3.161, 0.044, -2.488], [3.514, 4.119, 1.733], [-1.944, -1.701, 2.457], [3.043, -3.153, 0.894], [4.774, -0.036, 1.007], [-3.317, 3.616, 1.641], [-2.419, 4.629, 1.071], [-5.045, -0.499, 0.656], [4.186, -1.733, -3.406], [1.076, -2.869, -0.010], [-3.111, 0.749, 0.042], [-4.491, 0.584, 0.014], [-2.889, -0.961, 1.592], [-7.317, 0.461, 0.927], [4.539, -0.503, -5.955], [-2.351, -2.819, 3.235], [-0.220, -3.225, 3.888], [2.443, -4.381, 0.885], [0.254, -2.233, 3.026], [-5.154, 4.498, 0.370], [-0.994, 3.269, -2.452], [2.421, 0.617, -5.473], [-6.504, -0.645, 0.571], [-1.144, -4.775, 0.833], [2.647, -0.841, -0.167], [-0.432, -4.350, -1.892], [-1.864, -5.437, 0.351], [1.665, -0.209, -0.336], [0.546, -3.881, 4.371], [-1.137, -4.905, 1.870], [4.051, -2.957, 1.234], [6.078, 1.397, 1.915], [4.576, -2.377, -4.252], [-4.635, -2.007, 2.064], [-4.095, 2.571, -1.860], [3.842, 2.323, -4.100], [-1.413, -3.758, 0.620], [-6.588, -2.692, -0.015], [4.358, -2.794, -1.505], [2.930, -5.307, 1.201], [-0.213, -7.297, 0.432], [3.832, -1.228, -6.391], [2.865, 2.252, 4.580], [1.296, -2.089, 2.898], [5.432, 1.482, -4.135], [-9.334, 1.245, 1.194], [3.327, 5.069, 2.219], [5.269, 4.328, 3.822], [5.473, -0.953, -5.684], [-3.437, -3.101, 3.169], [-4.541, 5.996, -1.138], [1.975, 1.324, -4.790], [0.875, -6.487, 1.633], [1.854, 3.243, 3.500], [1.783, -0.228, -5.690], [-6.890, 1.412, 1.217], [-2.380, 6.138, -0.649], [4.825, 0.186, -6.773], [5.358, -0.646, 0.416], [-0.998, -6.017, -1.717], [6.099, 3.278, 2.784], [2.584, 3.854, 1.258], [4.319, 4.173, 0.942], [5.579, 2.651, 4.201], [2.563, 1.259, -6.337], [-6.297, 4.482, 0.157], [-5.099, 1.229, -0.588], [2.986, 4.149, 4.441], [1.509, -6.860, 0.058], [4.658, 2.079, -5.621], [0.676, -5.620, -1.957], [0.742, 2.635, -1.148], [-0.464, 3.961, -3.098], [-5.338, 2.959, 1.818], [-9.014, -2.734, -0.152]],
  "lowdin_charge": [0.460, 1.124, 0.729, 0.804, 0.720, 0.050, 0.032, 0.033, 0.113, 0.052, 0.083, -0.227, -0.210, 0.123, 0.082, 0.036, 0.021, 0.046, 0.078, 0.004, -0.046, -0.065, -0.080, -0.478, -0.154, -0.572, -0.023, 0.089, -0.544, -0.018, -0.153, -0.024, -0.011, -0.067, -0.148, -0.471, -0.023, -0.035, -0.070, -0.027, -0.597, -0.019, -0.176, -0.058, 0.007, -0.426, -0.375, -0.089, -0.008, -0.607, -0.170, 0.067, -0.190, 0.009, -0.043, -0.018, -0.086, 0.000, -0.043, -0.074, -0.046, -0.053, -0.191, -0.037, -0.684, 0.011, 0.106, -0.025, 0.143, 0.049, 0.140, 0.141, 0.149, 0.111, 0.126, 0.030, 0.020, 0.125, 0.097, 0.143, 0.100, 0.101, 0.109, 0.106, 0.101, 0.117, 0.095, 0.101, 0.078, 0.142, 0.104, 0.043, 0.091, -0.012, 0.101, 0.089, 0.108, 0.105, 0.111, 0.097, 0.028, 0.052, 0.120, 0.100, 0.105, 0.152, 0.126, 0.105, 0.083, 0.095, 0.085, 0.000, 0.128, 0.112, 0.134],
  "relative_energy_kj_mol": 0.0,
  "charge": 2,
  "e_lumo_ev": -6.08,
  "gap_ev": 5.85,
  "e_tot_ev": -172030.215,
  "homo_ev": -11.9
}